## one
The following is a DFT calculation (ωB97M-V/def2-TZVPD) of an isolated molecule of C8H11N3O.

Each line ends with the Löwdin charge.
Positions of all 23 atoms, in Å:
H 0.6294 -2.0358 -2.0715  0.082
H 0.4197 1.9092 -2.0940  0.074
C -0.7795 0.2039 -0.3722  -0.341
H 3.0203 -0.2613 0.4600  0.134
H -1.2138 -1.6998 -0.4476  0.124
O -1.1521 1.4693 -0.0585  -0.085
C 0.9507 -1.3939 -1.3320  -0.029
N 1.0158 2.1763 1.8061  0.121
C 2.2246 -0.9812 0.6966  -0.173
H -2.5234 2.8791 0.4045  0.094
H 0.1326 -0.9316 1.5871  0.071
C 0.3745 0.0275 -1.2467  -0.356
H 2.2876 -2.7463 -0.3681  0.096
H -2.4345 -0.6656 0.1666  0.039
C 0.8798 -0.3262 1.2097  -0.123
C 1.8471 -1.7935 -0.4361  -0.112
N -1.6366 -0.8058 -0.2618  0.224
H -3.1092 1.5466 -0.4741  0.116
N 0.7041 0.9338 -2.0352  0.185
H -2.7694 1.2447 1.3583  0.122
C -2.4407 1.8001 0.4199  -0.049
C 0.9725 1.0389 1.5924  -0.313
H 2.6006 -1.5885 1.4969  0.098

The value obtained for the highest occupied orbital energy (alpha / beta) is -0.2600 / -0.2600 hartree.



## two
The following is a DFT calculation (ωB97M-V/def2-TZVPD) of a cluster of 2 separate species, C8H11N3O in total.

Each line ends with the Löwdin charge.
Positions of all 23 atoms, in Å:
H -0.3130 1.0722 -2.5663  0.145
H -0.8423 2.4328 1.1987  0.080
H 0.4127 -2.6387 0.4224  0.088
H 2.5553 -1.6066 -1.0128  0.119
H -1.1730 -2.0862 1.7228  0.107
C -1.3191 -0.9909 1.5236  -0.050
H -2.2833 -0.6640 1.4574  0.042
C -2.0994 0.8627 -0.5627  -0.206
C 1.0421 -0.4944 -1.8468  -0.130
N -2.9787 1.6297 -0.5092  0.205
H -0.9213 -0.3373 2.3544  0.102
H 1.1761 -1.3275 1.1983  0.112
N 0.7237 1.3960 1.3688  -0.032
H 2.0107 1.2352 0.0016  0.018
H 1.7500 -0.3113 -2.6159  0.093
C -0.2416 0.1984 -1.8460  -0.055
C -0.9483 0.1215 -0.7360  -0.367
H 0.1216 2.3440 -0.5257  0.133
N -0.6712 -0.8664 0.2151  -0.098
C 1.4880 -1.3458 -0.9605  -0.063
C 0.6257 -1.6212 0.2808  -0.136
C -0.0483 2.0517 0.5899  -0.077
O 1.9338 0.9462 0.8482  -0.029

Its structure (SMILES) is CN1CC=CC=C1C#N.C=NO. The value obtained for the highest occupied orbital energy is -0.2927 hartree.



The energy of each structure relative to the most stable one, in kcal/mol, is as follows: one 0.0; two 8.5.



## one
The following is a DFT calculation (ωB97M-V/def2-TZVPD) of a cluster of 3 separate species, C4H12NO2 in total.

Each line ends with the Löwdin charge.
Positions of all 19 atoms, in Å:
C 2.5274 0.7054 0.2488  -0.113
O -0.0984 -1.4971 -3.1735  -0.064
C 1.4747 -0.0385 1.0299  -0.165
O -1.4149 2.5106 -0.2020  -0.056
H -2.2579 -0.7048 -0.0315  0.039
C 0.1985 -0.1720 0.6638  -0.182
H -2.5800 -1.9298 1.3987  0.025
H 2.9418 1.4395 0.9268  0.061
H 0.2856 -2.3737 -3.0291  0.040
H -0.1508 0.0603 -0.3227  0.099
N -0.7838 -0.7972 1.4239  -0.092
H 2.1890 1.0955 -0.6916  0.065
C -1.9930 -1.1990 0.8957  -0.047
H -1.0514 -1.5739 -3.2104  0.024
H -1.9175 2.8491 -0.9522  0.037
H -0.5652 -1.0027 2.3854  0.127
H 1.7416 -0.2557 2.0632  0.094
H 3.3646 0.0244 0.0289  0.068
H -1.9103 2.8595 0.5481  0.039

The multiplicity is 2. The expectation value of S² is 0.76. The value obtained for the highest occupied orbital energy (alpha / beta) is -0.2161 / -0.2964 hartree.



## two
The following is a DFT calculation (ωB97M-V/def2-TZVPD) of a cluster of 3 separate species, C4H12NO2 in total.

Each line ends with the Löwdin charge.
Positions of all 19 atoms, in Å:
H 0.3798 1.3621 -1.7297  0.040
O -2.9790 -0.7231 -1.6347  -0.055
H 2.2535 0.3161 2.5486  0.077
C -0.2277 -0.8205 1.8597  0.052
H 1.1071 -0.6370 -3.2436  0.056
C 0.4382 0.2629 1.4896  -0.393
H -1.0026 -1.1675 1.1830  0.053
H 1.7392 1.9481 2.0646  0.072
H -3.4816 -1.4224 -1.2257  0.023
N 0.0444 0.9483 0.2928  -0.067
H -2.3641 -1.1801 -2.2181  0.026
H 1.7099 0.3803 -0.9293  0.038
H 0.6255 -1.8861 -2.5478  0.025
H 1.0018 1.0995 3.4239  0.071
C 0.8071 0.9470 -0.8297  -0.083
O 0.9940 -1.0356 -2.3706  -0.069
H -0.8242 1.4388 0.4093  0.131
C 1.3908 0.9794 2.4136  -0.057
H -0.0465 -1.5873 2.6009  0.061

The multiplicity is 2. The expectation value of S² is 0.75. The value obtained for the highest occupied orbital energy (alpha / beta) is -0.1895 / -0.3383 hartree.



The energy of each structure relative to the most stable one, in kcal/mol, is as follows: one 0.0; two 21.5.



## one
The following is a DFT calculation (ωB97M-V/def2-TZVPD) of a cluster of 2 separate species, C2H4ClNS in total.

Each line ends with the Löwdin charge.
Positions of all 9 atoms, in Å:
N 0.2572 0.1139 0.1638  -0.187
C -0.3317 1.2160 0.0273  -0.721
H 0.4140 1.9626 0.1843  0.015
S -2.0060 1.4658 -0.1778  0.741
Cl 2.8364 0.8774 -0.1083  0.013
H -1.2813 -1.0300 -0.3673  0.037
H -0.0699 -1.8157 1.0323  0.160
C -0.2522 -1.1837 -0.0098  -0.141
H 0.4336 -1.6062 -0.7446  0.083

The value obtained for the highest occupied orbital energy (alpha / beta) is -0.3746 / -0.3639 hartree.



## two
The following is a DFT calculation (ωB97M-V/def2-TZVPD) of an isolated molecule of C2H4ClNS.

Each line ends with the Löwdin charge.
Positions of all 9 atoms, in Å:
S 2.2842 -0.8432 0.7888  0.644
C 0.7449 -1.3091 0.9731  -0.795
H -0.7070 1.4880 -0.0601  0.129
H 0.4744 -2.3419 1.3564  0.083
H 0.8559 0.5891 -0.3444  -0.018
C -0.1909 0.4953 -0.3510  -0.180
H -0.4470 0.2096 -1.4078  0.110
N -0.2520 -0.6404 0.4651  -0.536
Cl -1.9690 -1.3443 0.6768  0.563

Its structure (SMILES) is CN(Cl)C=S. The value obtained for the highest occupied orbital energy is -0.3220 hartree.



The energy of each structure relative to the most stable one, in kcal/mol, is as follows: one 42.9; two 0.0.



## one
The following is a DFT calculation (ωB97M-V/def2-TZVPD) of a cluster of 2 separate species, C3H6ClNO2 in total.

Each line ends with the Löwdin charge.
Positions of all 13 atoms, in Å:
Cl -2.2671 1.2570 0.3712  0.514
H -1.7578 -1.8327 0.3499  0.091
H 1.3970 0.1791 -0.6288  0.038
O 2.4836 1.6104 -0.4965  0.075
H -2.0852 -1.0506 -1.1451  0.013
H 1.6027 2.5780 0.9908  0.120
N -0.5673 0.8969 -0.0748  -0.321
H 0.9319 2.8163 -0.7592  0.103
C -1.3529 -1.4679 -0.6054  -0.016
C 1.6785 2.3855 -0.0973  -0.259
C -0.3290 -0.3195 -0.3997  -0.513
O 0.9159 -0.6345 -0.8100  0.080
H -0.9531 -2.3756 -1.0060  0.076

The multiplicity is 3. The expectation value of S² is 2.01. The value obtained for the highest occupied orbital energy (alpha / beta) is -0.2420 / -0.3657 hartree.



## two
The following is a DFT calculation (ωB97M-V/def2-TZVPD) of an isolated molecule of C3H6ClNO2.

Each line ends with the Löwdin charge.
Positions of all 13 atoms, in Å:
O -0.9336 1.5145 -0.1702  0.048
C -1.6946 -0.8677 -0.1509  -0.517
H 2.7306 -0.8536 1.0918  0.057
C 1.8232 0.4068 0.0638  -0.262
H -1.8752 1.4542 -0.6248  0.104
H 1.9730 1.1394 0.9269  0.139
Cl -3.3327 -0.1878 -0.1345  0.592
H -1.5466 -1.3777 -1.0853  0.059
C -0.6379 0.2467 0.0763  -0.600
O 2.8863 -0.4989 0.2465  -0.027
H 1.7633 0.9179 -0.9652  0.168
N 0.5187 -0.2147 0.0859  0.147
H -1.6743 -1.6790 0.6396  0.093

The multiplicity is 3. The expectation value of S² is 2.01. The value obtained for the highest occupied orbital energy (alpha / beta) is -0.1874 / -0.3694 hartree.



The energy of each structure relative to the most stable one, in kcal/mol, is as follows: one 0.0; two 5.1.